Entry 1:
# C30H27CoN7O4

C30H27CoN7O4 as an isolated structure at a distorted geometry (ωB97M-V/def2-TZVPD, the OMol25 dataset).

Geometry (Å):
Co1 0.2406 0.3113 -0.3501
C1 -0.0180 2.4624 1.9045
N1 0.5573 2.3836 0.5569
C2 -0.1278 3.2605 -0.4166
C3 -0.9587 2.5622 -1.4694
C4 -1.9056 3.2579 -2.2037
C5 -2.5729 2.6077 -3.2292
C6 -2.2808 1.2807 -3.4985
C7 -1.3427 0.6405 -2.7072
N2 -0.7043 1.2766 -1.7274
C8 1.9760 2.7531 0.6823
C9 2.7520 2.6331 -0.6025
C10 4.0461 3.1336 -0.7002
C11 4.7299 2.9493 -1.8856
C12 4.1028 2.2789 -2.9275
C13 2.8112 1.8257 -2.7340
N3 2.1450 2.0128 -1.5970
C14 -1.3829 1.8416 2.0535
C15 -2.0515 1.8928 3.2755
C16 -3.2778 1.2665 3.3797
C17 -3.7935 0.6049 2.2714
C18 -3.0509 0.6002 1.1073
N4 -1.8724 1.2143 0.9997
H1 -0.0579 3.5116 2.2360
H2 0.6629 1.9421 2.5813
H3 0.6386 3.8095 -0.9692
H4 -0.7426 4.0088 0.0952
H5 -2.1156 4.2927 -1.9691
H6 -3.3191 3.1341 -3.8100
H7 -2.7795 0.7405 -4.2898
H8 -1.0750 -0.4013 -2.8227
H9 2.4250 2.0782 1.4149
H10 2.0729 3.7783 1.0708
H11 4.5061 3.6336 0.1421
H12 5.7423 3.3149 -1.9964
H13 4.6084 2.1021 -3.8657
H14 2.2841 1.2727 -3.5015
H15 -1.6090 2.4057 4.1195
H16 -3.8239 1.2825 4.3135
H17 -4.7455 0.0955 2.3144
H18 -3.3889 0.0732 0.2232
C19 -3.7137 -5.3145 -0.7316
O1 -2.7364 -5.5262 0.2688
C20 -1.8901 -4.5075 0.5438
C21 -0.9163 -4.8032 1.5319
C22 -0.0121 -3.8479 1.8608
C23 -0.0012 -2.5567 1.2609
C24 0.9386 -1.5850 1.6840
C25 1.9254 -1.8650 2.7902
O2 1.0204 -0.4162 1.2151
C26 -0.9948 -2.2593 0.2647
O3 -1.1141 -1.1383 -0.3283
C27 -1.9342 -3.2822 -0.0618
H19 -4.2738 -6.2424 -0.8063
H20 -3.2475 -5.0886 -1.6937
H21 -4.3887 -4.5001 -0.4555
H22 -0.9103 -5.7841 1.9827
H23 0.7284 -4.0853 2.6108
H24 2.3411 -2.8679 2.7393
H25 1.4346 -1.7483 3.7590
H26 2.7316 -1.1403 2.7130
H27 -2.6557 -3.0365 -0.8265
O4 1.2788 -0.7859 -1.7644
N5 1.6853 -1.9913 -1.6232
C28 2.7836 -2.1842 -0.9270
C29 3.2182 -3.5254 -0.7123
N6 3.5950 -4.5934 -0.5094
C30 3.5685 -1.1327 -0.3589
N7 4.2351 -0.3167 0.1054

Properties
Electronic energy, eV: -87794.3189
Highest occupied orbital energy (alpha / beta), eV: -7.44 / -7.51
LUMO (alpha / beta), eV: 0.359 / 0.363
Max |F|, eV/Å: 1.0
Multiplicity: 2
⟨S²⟩: 0.76

---

Entry 2:
# C30H27InN8O2S

C30H27InN8O2S as an isolated structure (ωB97M-V/def2-TZVPD, the OMol25 dataset).

Geometry (Å):
In1 0.0706 0.2728 -0.0053
O1 -1.7588 -3.2888 1.0171
C1 -1.1677 -2.4035 0.4186
N1 -1.4694 -1.0978 0.4066
C2 -2.5804 -0.6540 1.2098
C3 -2.6447 0.8560 1.2618
C4 -3.7676 1.4955 1.7734
C5 -3.7973 2.8749 1.8285
C6 -2.7014 3.5990 1.3667
C7 -1.6234 2.9052 0.8716
N2 -1.5960 1.5626 0.8226
C8 0.0948 -2.7431 -0.3625
C9 0.3830 -4.0604 -0.6671
C10 1.5413 -4.3422 -1.3767
C11 2.3790 -3.3000 -1.7488
C12 2.0301 -2.0096 -1.3968
N3 0.9122 -1.7382 -0.7173
H1 -3.5280 -1.0421 0.8268
H2 -2.4969 -1.0329 2.2372
H3 -4.6068 0.9051 2.1166
H4 -4.6652 3.3871 2.2216
H5 -2.6879 4.6789 1.3902
H6 -0.7444 3.4188 0.5018
H7 -0.3053 -4.8295 -0.3463
H8 1.7896 -5.3622 -1.6372
H9 3.2917 -3.4803 -2.2981
H10 2.6583 -1.1668 -1.6589
S1 2.3736 5.2125 -5.4419
N4 2.8288 5.0724 -3.9078
C13 2.1516 4.0566 -3.3970
C14 2.2611 3.5702 -2.0384
C15 3.1268 4.1212 -1.0874
C16 3.1679 3.5788 0.1774
C17 2.3441 2.4980 0.4752
N5 1.5149 1.9705 -0.4220
C18 1.4629 2.4868 -1.6686
C19 0.5461 1.8674 -2.6289
N6 -0.1891 0.8324 -2.1903
C20 -1.0276 0.2140 -3.0129
C21 -1.1797 0.6068 -4.3389
C22 -0.4400 1.6705 -4.8079
C23 0.4462 2.3231 -3.9443
C24 1.2702 3.4489 -4.3281
N7 1.3011 4.0193 -5.5213
H11 3.7494 4.9612 -1.3674
H12 3.8269 3.9730 0.9372
H13 2.3412 2.0323 1.4511
H14 -1.5925 -0.6111 -2.5948
H15 -1.8733 0.0801 -4.9782
H16 -0.5276 2.0137 -5.8307
O2 1.0762 0.1586 1.9398
C25 0.9372 -0.4695 3.0320
C26 1.1101 0.2666 4.3249
C27 -0.2297 0.4312 5.0677
C28 -0.6470 -0.8035 5.8633
C29 -0.8720 -2.0685 5.0399
C30 0.3543 -2.5449 4.2709
N8 0.6267 -1.7500 3.0636
H17 1.5362 1.2377 4.0832
H18 1.8181 -0.2662 4.9646
H19 -1.0110 0.7168 4.3542
H20 -0.1212 1.2669 5.7591
H21 -1.5614 -0.5752 6.4126
H22 0.1206 -1.0051 6.6168
H23 -1.6971 -1.9357 4.3333
H24 -1.1717 -2.8738 5.7123
H25 0.2017 -3.5646 3.9249
H26 1.2405 -2.5423 4.9089
H27 0.4942 -2.2166 2.1803

Properties
Electronic energy, eV: -63565.0717
Highest occupied orbital energy, eV: -14.49
LUMO, eV: -6.174
Max |F|, eV/Å: 0.2
Total charge: +2

---

> Which value of electronic energy does entry 2 give?

-63565.0717 eV